Entry 1:
The following is a quantum chemistry calculation of 3 unconnected molecules or ions with the total composition C34H64N2O11P2, from the Open Molecules 2025 dataset.

Bonds (Å) are listed after each position.
CARTESIAN COORDINATES (ANGSTROEM)
1 P 0.3958 5.9922 5.3701  O6 1.652, O9 1.506, O12 1.656, O13 1.658
2 P -1.0539 -2.1306 -7.8048  O3 1.498, O5 1.645, O8 1.646, O10 1.645
3 O -1.7374 -1.2021 -6.8478  P2 1.498
4 O -2.8140 -1.2714 2.3424  C18 1.208
5 O -2.0897 -2.1062 -9.0823  P2 1.645, C24 1.428
6 O 1.4162 6.4201 6.5973  P1 1.652, C28 1.427
7 O -2.9347 -3.6361 -1.6455  C31 1.208
8 O 0.1343 -2.8957 -8.6493  P2 1.646, C36 1.432
9 O 1.1700 4.8243 4.8185  P1 1.506
10 O -1.4838 -3.5470 -7.0879  P2 1.645, C16 1.427
11 O 2.9478 -3.4844 3.2936  C27 1.418, C42 1.432
12 O -0.6582 5.0327 6.2132  P1 1.656, C29 1.425
13 O -0.5973 7.2765 5.7049  P1 1.658, C48 1.432
14 N -3.1615 -2.7795 0.5542  C18 1.407, C31 1.413, C44 1.474
15 N -3.7930 -4.2181 2.6934  C21 1.461, H75 1.011, H111 1.014
16 C -1.8020 -3.6273 -5.6988  O10 1.427, C22 1.514, H88 1.089, H107 1.093
17 C 2.3515 8.5806 5.9669  C28 1.519, H65 1.093, H81 1.091, H94 1.090
18 C -2.7024 -1.6102 1.1880  O4 1.208, N14 1.407, C33 1.524
19 C -0.8760 0.2464 -2.2476  C26 1.405, C47 1.394, H80 1.090
20 C -0.2435 2.7007 6.6231  C29 1.515, H58 1.091, H79 1.092, H100 1.092
21 C -4.9981 -3.7261 2.0300  N15 1.461, C44 1.589, H61 1.100, H70 1.103
22 C -3.3023 -3.7219 -5.5193  C16 1.514, H52 1.092, H83 1.092, H110 1.091
23 C -0.9784 -0.8034 -10.8180  C24 1.519, H66 1.093, H73 1.090, H108 1.091
24 C -2.1638 -0.9213 -9.8757  O5 1.428, C23 1.519, H85 1.094, H86 1.091
25 C -1.3758 0.4630 0.1675  C33 1.398, C43 1.525, C47 1.401
26 C -1.4639 -1.0295 -2.2755  C19 1.405, C49 1.375, H56 1.090
27 C 3.2247 -2.9468 2.0110  O11 1.418, C41 1.561, H55 1.105, H77 1.113
28 C 2.6188 7.1170 6.2726  O6 1.427, C17 1.519, H59 1.094, H99 1.091
29 C -0.9910 3.7160 5.7828  O12 1.425, C20 1.515, H84 1.090, H104 1.093
30 C 4.2510 -2.1967 -0.6124  C34 1.558, C45 1.560, H72 1.105, H103 1.100
31 C -2.7579 -2.7910 -0.8004  O7 1.208, N14 1.413, C49 1.525
32 C -0.8743 -4.8521 -9.7664  C36 1.512, H71 1.090, H102 1.089, H106 1.092
33 C -1.9964 -0.7886 0.1161  C18 1.524, C25 1.398, C49 1.410
34 C 5.0333 -3.2024 0.2849  C30 1.558, C41 1.546, H68 1.104, H82 1.105
35 C 2.3360 0.4982 -0.0839  C39 1.548, C46 1.550, H57 1.104, H89 1.102
36 C 0.2177 -4.3074 -8.8742  O8 1.432, C32 1.512, H93 1.088, H101 1.093
37 C -1.0632 7.2793 8.1295  C48 1.512, H50 1.090, H92 1.092, H96 1.089
38 C 1.1688 0.7323 2.1555  C40 1.560, C46 1.560, H74 1.104, H109 1.104
39 C 3.6356 0.2903 -0.8992  C35 1.548, C45 1.549, H51 1.101, H112 1.107
40 C 0.1587 1.8297 1.6969  C38 1.560, C43 1.565, H67 1.099, H78 1.106
41 C 4.7680 -3.0390 1.7991  C27 1.561, C34 1.546, H98 1.104, H113 1.097
42 C 1.5418 -3.3560 3.5323  O11 1.432, H69 1.105, H76 1.099, H97 1.104
43 C -1.2796 1.2564 1.4658  C25 1.525, C40 1.565, H63 1.096, H91 1.103
44 C -4.6022 -3.0799 0.6338  N14 1.474, C21 1.589, H64 1.098, H90 1.104
45 C 4.6362 -0.7205 -0.2846  C30 1.560, C39 1.549, H60 1.098, H87 1.107
46 C 2.5444 0.7966 1.4229  C35 1.550, C38 1.560, H53 1.097, H54 1.107
47 C -0.8519 0.9426 -1.0401  C19 1.394, C25 1.401, H105 1.094
48 C -1.6074 7.3165 6.7196  O13 1.432, C37 1.512, H62 1.093, H95 1.088
49 C -2.0182 -1.4926 -1.1052  C26 1.375, C31 1.525, C33 1.410
50 H -0.2911 8.0365 8.2689  C37 1.090
51 H 4.1712 1.2352 -1.0813  C39 1.101
52 H -3.5655 -3.7788 -4.4614  C22 1.092
53 H 3.2776 0.1458 1.9152  C46 1.097
54 H 2.8828 1.8413 1.5627  C46 1.107
55 H 2.8538 -1.9147 1.8804  C27 1.105
56 H -1.4909 -1.6414 -3.1771  C26 1.090
57 H 1.6296 -0.3459 -0.1714  C35 1.104
58 H 0.8348 2.8493 6.5539  C20 1.091
59 H 3.1215 6.6292 5.4325  C28 1.094
60 H 4.8476 -0.5594 0.7804  C45 1.098
61 H -5.6297 -4.6082 1.8486  C21 1.100
62 H -2.1250 8.2680 6.5736  C48 1.093
63 H -1.5050 0.6585 2.3563  C43 1.096
64 H -4.8963 -3.8215 -0.1208  C44 1.098
65 H 1.7576 8.6864 5.0550  C17 1.093
66 H -0.0492 -0.6618 -10.2601  C23 1.093
67 H 0.5054 2.4174 0.8357  C40 1.099
68 H 4.7318 -4.2212 -0.0132  C34 1.104
69 H 1.1666 -2.3709 3.1992  C42 1.105
70 H -5.5372 -2.9517 2.6008  C21 1.103
71 H -0.9439 -4.2782 -10.6911  C32 1.090
72 H 4.5945 -2.3905 -1.6452  C30 1.105
73 H -0.8636 -1.7128 -11.4087  C23 1.090
74 H 0.6931 -0.2598 2.0657  C38 1.104
75 H -3.9773 -5.0320 3.2646  N15 1.011
76 H 1.3957 -3.4598 4.6163  C42 1.099
77 H 2.7468 -3.5414 1.2011  C27 1.113
78 H 0.0454 2.5517 2.5264  C40 1.106
79 H -0.4781 1.6823 6.3070  C20 1.092
80 H -0.4211 0.6728 -3.1411  C19 1.090
81 H 3.2887 9.1220 5.8305  C17 1.091
82 H 6.1004 -3.1078 0.0136  C34 1.105
83 H -3.6882 -4.6085 -6.0259  C22 1.092
84 H -0.7947 3.5798 4.7197  C29 1.090
85 H -2.2377 -0.0410 -9.2310  C24 1.094
86 H -3.0870 -0.9861 -10.4528  C24 1.091
87 H 5.6007 -0.5581 -0.8036  C45 1.107
88 H -1.3843 -2.7882 -5.1443  C16 1.089
89 H 1.8447 1.3905 -0.5057  C35 1.102
90 H -5.2249 -2.1880 0.4430  C44 1.104
91 H -2.0096 2.0836 1.4409  C43 1.103
92 H -1.8696 7.4623 8.8422  C37 1.092
93 H 0.2771 -4.8478 -7.9313  C36 1.088
94 H 1.7864 9.0461 6.7748  C17 1.090
95 H -2.3553 6.5438 6.5540  C48 1.088
96 H -0.6204 6.3131 8.3661  C37 1.089
97 H 1.0159 -4.1517 2.9760  C42 1.104
98 H 5.1785 -2.0979 2.2053  C41 1.104
99 H 3.2742 7.0364 7.1408  C28 1.091
100 H -0.5103 2.8115 7.6757  C20 1.092
101 H 1.1793 -4.4645 -9.3686  C36 1.093
102 H -1.8490 -4.8119 -9.2821  C32 1.089
103 H 3.1640 -2.3670 -0.6129  C30 1.100
104 H -2.0668 3.5854 5.9293  C29 1.093
105 H -0.3757 1.9274 -1.0275  C47 1.094
106 H -0.6653 -5.8946 -10.0132  C32 1.092
107 H -1.3322 -4.5344 -5.3106  C16 1.093
108 H -1.1065 0.0447 -11.4920  C23 1.091
109 H 1.3458 0.8991 3.2319  C38 1.104
110 H -3.8070 -2.8614 -5.9611  C22 1.091
111 H -3.3583 -3.5008 3.2631  N15 1.014
112 H 3.3304 -0.1309 -1.8764  C39 1.107
113 H 5.1963 -3.8572 2.3917  C41 1.097

Values from the calculation:
total charge = 0
SMILES = COCCCCCCCCCCCc1cccc2c1C(=O)N(CCN)C2=O.CCOP(=O)(OCC)OCC.CCOP(=O)(OCC)OCC
maximum force = 0.1758 hartree/bohr
lowest unoccupied orbital energy = -1.28 eV

These are the Mulliken partial charges, in e, on atoms 1 to 2:
1. P 1.28
2. P 1.21

Entry 2:
The following is a quantum chemistry calculation of 8 unconnected molecules or ions with the total composition C34H65F9N2O18PS8, from the Open Molecules 2025 dataset.

Bonds (Å) are listed after each position.
CARTESIAN COORDINATES (ANGSTROEM)
1 S -0.9427 -6.5143 1.2776  O20 1.437, O32 1.441, C50 1.791, C72 1.791
2 S -4.3709 2.9733 1.7695  O24 1.444, O29 1.436, C58 1.797, C61 1.792
3 S 0.9825 4.3452 -7.0986  O19 1.444, O22 1.446, C42 1.792, C48 1.789
4 S 2.5823 3.7674 5.6949  O21 1.440, O28 1.439, C40 1.795, C66 1.788
5 S 0.7124 -1.2743 3.9168  O27 1.437, O34 1.438, C55 1.789, C71 1.796
6 S 0.6542 5.5082 -1.8738  O30 1.439, O36 1.441, C45 1.794, C65 1.788
7 S -1.7111 -7.6870 -4.7356  O23 1.438, O25 1.440, C43 1.796, C70 1.787
8 S -0.3420 -1.0619 -2.0074  O31 1.425, O33 1.457, C39 1.865, C62 1.884
9 P -2.9736 -1.6623 0.6803  O26 1.756, O35 1.749, N37 1.800, N38 1.827, H103 1.437, H127 1.442
10 F 3.8399 1.9448 -1.1610  C68 1.338
11 F 4.4282 -0.8452 -2.7122  C57 1.364
12 F 1.1874 0.4719 -0.5591  C39 1.355
13 F 3.8050 0.3586 0.3129  C68 1.319
14 F 2.8173 0.5344 -2.9331  C57 1.324
15 F 3.1333 -2.1429 -0.6155  C60 1.343
16 F 0.9205 -1.5782 0.2032  C39 1.341
17 F 2.2366 -2.1418 -2.5490  C60 1.350
18 F 5.4641 0.5727 -1.0446  C68 1.333
19 O -0.1293 4.3058 -8.0195  S3 1.444
20 O -2.2438 -6.0589 1.6821  S1 1.437
21 O 3.6984 2.8584 5.6398  S4 1.440
22 O 1.7308 5.5595 -6.8606  S3 1.446
23 O -0.6220 -7.0083 -4.0860  S7 1.438
24 O -4.7912 3.4549 0.4749  S2 1.444
25 O -2.9920 -7.8589 -4.1001  S7 1.440
26 O -2.8907 0.0707 0.9512  P9 1.756, C64 1.420
27 O -0.1333 -0.5085 3.0436  S5 1.437
28 O 1.4879 3.6944 4.7632  S4 1.439
29 O -3.6862 1.7213 1.9331  S2 1.436
30 O -0.7839 5.5500 -1.8624  S6 1.439
31 O -0.6252 -2.4378 -2.2464  S8 1.425
32 O 0.2705 -5.8795 1.7285  S1 1.441
33 O -0.0123 -0.3400 -3.2293  S8 1.457
34 O 0.4150 -2.6366 4.2697  S5 1.438
35 O -2.7067 -1.4164 -1.0303  P9 1.749, C62 1.402
36 O 1.3834 4.5095 -2.6140  S6 1.441
37 N -3.1443 -3.4423 0.4718  P9 1.800, H81 1.016, H134 1.013
38 N -3.0671 -1.9505 2.4825  P9 1.827, H77 1.023, H98 1.021
39 C 1.1389 -0.8402 -0.8956  S8 1.865, F12 1.355, F16 1.341, C60 1.572
40 C 3.2185 5.4450 5.7340  S4 1.795, C52 1.533, H76 1.089, H135 1.088
41 C 1.2210 2.3270 -5.3772  C42 1.529, C54 1.531, H80 1.092, H102 1.089
42 C 0.4813 3.6575 -5.5221  S3 1.792, C41 1.529, H108 1.088, H133 1.086
43 C -1.1232 -9.2789 -5.3240  S7 1.796, C44 1.533, H121 1.088, H137 1.089
44 C -1.1896 -9.2201 -6.8542  C43 1.533, C59 1.533, H78 1.091, H89 1.093
45 C 1.2430 5.5374 -0.1794  S6 1.794, C47 1.533, H79 1.088, H123 1.089
46 C 1.3850 7.8665 -0.9955  C47 1.534, C65 1.525, H75 1.090, H120 1.093
47 C 1.9967 6.8614 -0.0119  C45 1.533, C46 1.534, H118 1.093, H131 1.090
48 C 2.1358 3.0439 -7.5202  S3 1.789, C54 1.526, H85 1.089, H128 1.090
49 C 2.4951 0.0122 5.4289  C67 1.531, C71 1.534, H84 1.089, H94 1.094
50 C -0.8348 -8.2701 1.6151  S1 1.791, C51 1.525, H107 1.088, H136 1.091
51 C -1.3664 -8.9271 0.3455  C50 1.525, C69 1.534, H87 1.092, H96 1.093
52 C 2.8323 6.0163 7.1032  C40 1.533, C53 1.534, H90 1.090, H95 1.093
53 C 2.7349 4.8394 8.0815  C52 1.534, C66 1.525, H110 1.093, H116 1.090
54 C 2.5231 2.4370 -6.1752  C41 1.531, C48 1.526, H97 1.090, H113 1.094
55 C 2.3910 -1.1829 3.3060  S5 1.789, C67 1.526, H73 1.091, H99 1.088
56 C -5.4320 4.0809 3.9550  C58 1.533, C63 1.533, H111 1.091, H112 1.093
57 C 3.4286 -0.2164 -2.0295  F11 1.364, F14 1.324, C60 1.555, C68 1.580
58 C -5.7775 3.0368 2.8867  S2 1.797, C56 1.533, H100 1.088, H125 1.090
59 C -1.0261 -7.7517 -7.2646  C44 1.533, C70 1.525, H119 1.090, H124 1.093
60 C 2.5032 -1.3448 -1.4928  F15 1.343, F17 1.350, C39 1.572, C57 1.555
61 C -3.4295 4.2683 2.5749  S2 1.792, C63 1.525, H82 1.088, H126 1.091
62 C -1.9029 -0.2960 -1.2824  S8 1.884, O35 1.402, C64 1.594, H83 1.107
63 C -4.4756 5.0946 3.3153  C56 1.533, C61 1.525, H74 1.091, H117 1.093
64 C -1.7960 0.4420 0.1267  O26 1.420, C62 1.594, H91 1.107, H115 1.110
65 C 1.2656 7.1270 -2.3237  S6 1.788, C46 1.525, H93 1.088, H109 1.091
66 C 1.9293 3.7648 7.3591  S4 1.788, C53 1.525, H92 1.088, H122 1.090
67 C 2.9705 0.0608 3.9739  C49 1.531, C55 1.526, H114 1.090, H132 1.093
68 C 4.1398 0.6627 -0.9261  F10 1.338, F13 1.319, F18 1.333, C57 1.580
69 C -0.7507 -8.1422 -0.8199  C51 1.534, C72 1.533, H88 1.089, H105 1.094
70 C -1.9530 -6.9588 -6.3496  S7 1.787, C59 1.525, H104 1.090, H129 1.088
71 C 0.9986 -0.3225 5.4128  S5 1.796, C49 1.534, H86 1.090, H106 1.088
72 C -0.9124 -6.6498 -0.5084  S1 1.791, C69 1.533, H101 1.087, H130 1.089
73 H 2.9120 -2.0840 3.6317  C55 1.091
74 H -4.0170 5.7458 4.0614  C63 1.091
75 H 1.9972 8.7636 -1.0913  C46 1.090
76 H 4.2996 5.3967 5.6104  C40 1.089
77 H -2.2071 -2.4621 2.6943  N38 1.023
78 H -0.4248 -9.8532 -7.3052  C44 1.091
79 H 1.8893 4.6784 -0.0101  C45 1.088
80 H 0.6109 1.5184 -5.7863  C41 1.092
81 H -3.8568 -3.6880 -0.2098  N37 1.016
82 H -2.8769 4.8393 1.8311  C61 1.088
83 H -2.5537 0.2439 -1.9961  C62 1.107
84 H 2.6824 0.9526 5.9446  C49 1.089
85 H 2.9808 3.4615 -8.0650  C48 1.089
86 H 0.3874 0.5785 5.3588  C71 1.090
87 H -1.1069 -9.9866 0.3042  C51 1.092
88 H -1.2198 -8.3957 -1.7698  C69 1.089
89 H -2.1612 -9.5869 -7.1951  C44 1.093
90 H 3.5566 6.7597 7.4367  C52 1.090
91 H -0.9375 0.1437 0.7592  C64 1.107
92 H 2.0401 2.7747 7.7975  C66 1.088
93 H 0.5775 7.5999 -3.0213  C65 1.088
94 H 3.0410 -0.7701 5.9648  C49 1.094
95 H 1.8613 6.5128 7.0344  C52 1.093
96 H -2.4558 -8.8442 0.3098  C51 1.093
97 H 3.0058 1.4670 -6.2972  C54 1.090
98 H -2.9375 -1.0634 2.9715  N38 1.021
99 H 2.3837 -1.1261 2.2199  C55 1.088
100 H -5.9329 2.0506 3.3188  C58 1.088
101 H -0.0846 -6.0626 -0.8985  C72 1.087
102 H 1.4071 2.0968 -4.3296  C41 1.089
103 H -4.3966 -1.5954 0.4930  P9 1.437
104 H -2.9978 -7.1039 -6.6261  C70 1.090
105 H 0.3121 -8.3889 -0.9025  C69 1.094
106 H 0.7071 -0.9172 6.2765  C71 1.088
107 H -1.4156 -8.5126 2.5029  C50 1.088
108 H -0.5985 3.5226 -5.5177  C42 1.088
109 H 2.2423 6.9953 -2.7907  C65 1.091
110 H 3.7363 4.4655 8.3101  C53 1.093
111 H -6.3323 4.5626 4.3396  C56 1.091
112 H -4.9351 3.5941 4.7982  C56 1.093
113 H 3.2208 3.0989 -5.6545  C54 1.094
114 H 4.0585 0.0825 3.9041  C67 1.090
115 H -1.9044 1.5272 -0.0818  C64 1.110
116 H 2.2617 5.1305 9.0192  C53 1.090
117 H -5.0238 5.7236 2.6086  C63 1.093
118 H 3.0534 6.7165 -0.2507  C47 1.093
119 H -1.2719 -7.5951 -8.3150  C59 1.090
120 H 0.3944 8.1689 -0.6458  C46 1.093
121 H -1.7574 -10.0660 -4.9212  C43 1.088
122 H 0.8744 4.0350 7.3021  C66 1.090
123 H 0.3758 5.4834 0.4773  C45 1.089
124 H 0.0095 -7.4383 -7.1094  C59 1.093
125 H -6.6530 3.3311 2.3088  C58 1.090
126 H -2.7396 3.7903 3.2712  C61 1.091
127 H -1.5648 -1.9094 0.8642  P9 1.442
128 H 1.6080 2.3207 -8.1426  C48 1.090
129 H -1.7184 -5.8969 -6.3128  C70 1.088
130 H -1.8545 -6.2589 -0.8900  C72 1.089
131 H 1.9401 7.2177 1.0172  C47 1.090
132 H 2.5827 0.9612 3.4896  C67 1.093
133 H 0.7707 4.3575 -4.7434  C42 1.086
134 H -3.3372 -3.8918 1.3591  N37 1.013
135 H 2.7769 6.0145 4.9188  C40 1.088
136 H 0.2163 -8.5143 1.7753  C50 1.091
137 H -0.1006 -9.4094 -4.9722  C43 1.089

Values from the calculation:
total charge = -1
maximum force = 0.0917 hartree/bohr
relative energy (zero: lowest compared OMol25 entry of this formula, charge and spin) = 0.0 kJ/mol
lowest unoccupied orbital energy = 1.29 eV

These are the Mulliken partial charges, in e, on atoms 1 to 2:
1. S 1.23
2. S 1.11

no.,HOMO (hartree)
1,-0.3359
2,-0.1305